No. 1
110
Properties=species:S:1:pos:R:3:mulliken_charge:R:1 method="wB97M-V/def2-TZVPD" gap_ev="9.05 / 3.20" charge=+1 homo_energy_ha="-0.3970 / -0.3970" multiplicity=2
C -0.2188 -0.5291 -1.0471 0.460
O 0.9240 -0.1296 -1.2284 -1.082
N -1.2854 0.2325 -1.2051 -0.002
N -0.5951 -1.6755 -0.5025 0.315
H -2.1760 -0.2397 -1.2683 0.177
H -1.0405 1.0815 -1.6942 0.191
H 0.0761 -2.4174 -0.6412 -0.250
H -1.4946 -1.8615 -0.0825 0.082
C 4.4835 3.1889 -1.6052 -1.502
C 3.8318 1.8532 -1.9668 0.836
C 4.9378 0.8408 -2.5592 -0.670
O 4.9655 1.1655 -3.9230 -0.318
C 5.7025 0.3055 -4.8078 -0.726
N 3.2193 1.1892 -0.8005 -0.054
H 5.2236 3.4903 -2.3465 0.394
H 5.0431 3.0738 -0.6769 0.414
H 3.6831 3.8899 -1.3686 0.397
H 3.0664 1.8880 -2.7421 0.236
H 4.6172 -0.1991 -2.4973 0.226
H 5.8395 0.8676 -1.9474 0.418
H 5.4796 -0.7596 -4.7447 0.265
H 6.7557 0.3933 -4.5414 0.327
H 5.5260 0.7709 -5.7775 0.250
H 2.6503 1.8605 -0.3049 0.178
H 2.4368 0.6734 -1.1769 0.598
C -6.6261 0.7513 -0.5047 -0.836
C -6.6722 1.1239 0.9977 0.532
C -5.3768 1.7399 1.5261 -1.149
O -4.2350 0.8657 1.4382 -0.016
C -3.0469 1.6003 1.5951 -0.932
N -7.8160 1.9124 1.2161 -0.666
H -6.3006 -0.2792 -0.6474 -0.109
H -5.8010 1.2795 -0.9826 0.236
H -7.5438 0.9723 -1.0498 0.449
H -6.7589 0.1756 1.5282 0.269
H -5.4971 2.0882 2.5519 0.312
H -5.1723 2.6469 0.9573 0.451
H -2.8798 1.9693 2.6070 0.423
H -2.8553 2.3558 0.8332 0.452
H -2.2608 0.9086 1.2922 0.086
H -8.3755 1.5272 1.9635 0.293
H -8.2868 1.8180 0.3276 0.273
C -3.8502 -3.7902 -1.0234 -1.452
C -4.2217 -2.4480 -0.2765 0.304
C -3.5855 -2.4399 1.1488 -1.002
O -2.1493 -2.9403 0.9735 -0.294
C -1.4170 -2.9060 2.1556 -0.597
N -3.7780 -1.3211 -1.0465 -0.551
H -4.1203 -4.6758 -0.4482 0.361
H -2.7832 -3.8360 -1.2413 0.308
H -4.2615 -3.8296 -2.0320 0.417
H -5.3058 -2.3488 -0.2214 0.515
H -3.9711 -3.3499 1.6086 0.571
H -3.8437 -1.5168 1.6679 0.341
H -1.7837 -3.5339 2.9676 0.427
H -1.3014 -1.8712 2.4778 0.177
H -0.3762 -3.1720 1.9711 -0.053
H -4.1324 -0.4991 -0.5787 -0.045
H -4.2057 -1.4214 -1.9559 0.241
C 1.6380 2.9294 5.2812 -1.335
C 0.6707 1.6700 5.3954 0.637
C 1.0775 0.4002 4.6134 -0.475
O 1.5139 0.8060 3.3565 -0.260
C 1.5113 -0.0957 2.3231 -0.001
N 0.3243 1.3930 6.8720 -0.707
H 1.0632 3.8179 5.5422 0.388
H 1.9398 3.0340 4.2390 0.258
H 2.5162 2.9294 5.9268 0.350
H -0.1559 2.0528 4.7969 -0.075
H 0.1217 -0.1153 4.5197 0.217
H 1.8850 -0.1249 5.1236 0.355
H 2.4554 -0.6386 2.2809 0.348
H 1.5193 0.5838 1.4708 -0.188
H 0.7204 -0.8456 2.3079 -0.086
H 1.1131 1.0013 7.3664 0.265
H 0.1784 2.2589 7.3711 0.284
C 3.6391 -5.3700 -3.9360 -1.647
C 3.8768 -4.8449 -2.5685 0.932
C 2.6656 -4.9429 -1.6873 -0.603
O 2.9451 -4.4807 -0.3920 -0.401
C 1.8296 -4.0385 0.3392 -0.368
N 4.8029 -5.7567 -2.0456 -0.667
H 3.1223 -6.3258 -4.0233 0.403
H 4.5067 -5.4544 -4.5904 0.403
H 2.9600 -4.7956 -4.5660 0.379
H 4.3213 -3.8497 -2.5606 -0.072
H 2.1482 -5.8954 -1.5730 0.351
H 2.0090 -4.2360 -2.1946 0.236
H 1.5544 -3.0944 -0.1310 -0.121
H 2.1308 -3.9447 1.3826 0.301
H 0.9709 -4.6897 0.1764 0.375
H 5.2099 -5.2809 -1.2531 0.231
H 5.5231 -6.1331 -2.6455 0.224
C 0.0888 5.0800 -2.5911 -1.626
C 0.5904 3.6663 -2.0265 1.726
C 0.0519 3.4389 -0.5969 -0.261
O 0.6904 4.2104 0.4020 -0.489
C 0.3416 3.9378 1.7633 -0.432
N 0.2099 2.6696 -2.9940 -0.574
H 0.1915 5.7931 -1.7731 0.348
H -0.9312 5.3478 -2.8669 0.355
H 0.6915 5.2615 -3.4810 0.428
H 1.6655 3.7027 -1.8506 -0.679
H 0.2246 2.4224 -0.2431 -0.107
H -1.0075 3.6932 -0.5662 0.393
H 0.6201 4.6596 2.5312 0.440
H 0.8005 3.0594 2.2171 -0.051
H -0.7374 3.9468 1.9176 0.272
H 0.5920 1.7573 -2.7893 0.089
H 0.5493 2.9212 -3.9114 0.343

***

No. 2
75
Properties=species:S:1:pos:R:3:mulliken_charge:R:1 method="wB97M-V/def2-TZVPD" gap_ev="6.42 / 4.51" charge=+3 homo_energy_ha="-0.5533 / -0.6251" multiplicity=5
Ir 0.2610 -0.6441 -1.6894 1.085
P -1.1274 -0.2811 0.1680 0.639
P 0.9712 -2.7009 -0.8524 0.997
P -1.6530 -1.1052 -2.9028 0.817
H 0.6794 2.8617 1.6256 -0.089
C -0.3713 3.2179 1.4517 0.528
C -1.3842 3.1831 2.2790 -0.797
H -1.3531 2.6380 3.2459 0.332
C -0.3259 -0.0113 1.8079 -0.689
C -2.0640 -1.8469 0.6408 -1.103
C -2.4903 0.9039 -0.1441 -1.213
C 2.6037 -3.1882 -1.5803 -1.567
C 1.3962 -2.7829 0.9397 -0.885
C -0.0577 -4.2014 -1.1721 -1.528
C -2.0228 0.4651 -3.7386 -1.093
C -3.2904 -1.6782 -2.3148 -1.435
C -1.4181 -2.3149 -4.2827 -1.453
H -0.4411 3.5843 0.3674 0.136
H -2.4033 3.5445 2.0212 0.379
H -0.7598 0.8519 2.3088 0.158
H 0.7584 0.1472 1.6835 -0.138
H -0.5110 -0.8922 2.4337 0.677
H -2.0344 -1.9375 1.7689 0.437
H -1.5985 -2.8034 0.1963 0.023
H -3.1595 -1.7736 0.3133 0.497
H -2.5419 1.5938 0.7217 0.245
H -3.4746 0.4128 -0.3032 0.548
H -2.2224 1.5075 -1.0342 0.304
H 3.2007 -3.7123 -0.8169 0.456
H 3.1480 -2.2885 -1.8955 0.353
H 2.4736 -3.8475 -2.4534 0.456
H 1.8041 -3.8440 1.1567 0.553
H 0.4657 -2.5761 1.5932 0.272
H 2.1945 -1.9818 1.1438 0.044
H 0.5575 -5.0135 -1.6017 0.455
H -0.8721 -3.9971 -1.8823 0.302
H -0.5058 -4.5969 -0.2441 0.516
H -2.3743 0.2040 -4.7467 0.408
H -1.1468 1.1169 -3.8174 0.175
H -2.7999 0.9938 -3.1756 0.460
H -3.8793 -1.8730 -3.2242 0.586
H -3.8130 -0.9321 -1.7132 0.339
H -3.2040 -2.6022 -1.7294 0.339
H -2.4106 -2.4283 -4.7548 0.552
H -1.0739 -3.2884 -3.9053 0.321
H -0.6895 -1.9857 -5.0504 0.513
C 1.4949 0.9945 -3.7452 -0.045
C 1.6362 1.7816 -2.6013 0.326
C 1.6109 3.1842 -2.6839 -0.767
C 1.4586 3.8234 -3.9223 -0.615
C 1.3761 3.0357 -5.0804 -0.587
C 1.3905 1.6398 -5.0039 -0.523
Se 1.2317 -1.0126 -3.8010 -0.057
H -0.4082 1.3068 0.3411 -0.655
H 1.6919 1.2991 -1.6174 0.750
H 1.6844 3.8146 -1.7944 0.366
H 1.4103 4.9121 -3.9844 0.435
H 1.2660 3.5141 -6.0479 0.414
H 1.2746 1.0147 -5.9135 0.375
C 5.1993 -0.0420 2.4924 -0.726
N 4.6525 1.2996 2.3245 0.191
C 5.4388 2.3946 2.5333 0.102
C 4.9068 3.6487 2.3564 -0.895
C 3.5252 3.7386 2.0042 0.880
N 2.7677 2.6657 1.7792 -0.186
C 3.3195 1.4092 1.8872 -0.117
O 2.6966 0.3611 1.6332 -0.476
N 2.9331 4.9489 1.9179 -0.300
H 4.6200 -0.5904 3.2504 0.297
H 6.2467 0.0628 2.8100 0.319
H 5.1494 -0.5792 1.5350 0.300
H 6.4734 2.1849 2.8371 0.410
H 5.4995 4.5486 2.4953 0.427
H 3.4830 5.7879 2.0128 0.243
H 1.9787 5.0212 1.6014 0.200

***

| no. | DFT total energy (eV) |
| --- | --- |
| 1 | -53299.4434 |
| 2 | -126067.6383 |